{
  "formula": "C6H5IN2",
  "method": "wB97M-V/def2-TZVPD",
  "species": ["C", "C", "C", "C", "C", "C", "N", "N", "I", "H", "H", "H", "H", "H"],
  "xyz": [[-1.5897, -0.9611, -0.2745], [-1.6074, -0.2979, 0.9807], [-0.4041, -0.6871, -0.9128], [-0.4234, 0.3581, 1.0049], [1.5522, 0.7559, -0.0600], [1.6919, 1.4580, 1.0833], [0.3208, 0.1242, -0.0984], [0.6850, 1.3010, 2.0040], [-0.1752, 2.9062, 2.9348], [-2.3896, -1.5631, -0.6578], [-2.3878, -0.2910, 1.7113], [-0.0411, -1.0170, -1.8647], [2.2683, 0.6333, -0.8493], [2.5448, 2.0597, 1.3472]],
  "homo_ev": [-5.87, -8.39],
  "spin_multiplicity": 3,
  "total_energy_ev": -17378.713,
  "relative_energy_ev": 0.320,
  "max_force_ev_per_a": 8.06
}



{
  "formula": "C6H14O",
  "method": "wB97M-V/def2-TZVPD",
  "species": ["C", "C", "C", "C", "C", "C", "H", "H", "H", "H", "H", "H", "H", "H", "H", "H", "H", "H", "O", "H", "H"],
  "xyz": [[-0.5754, -2.9682, -2.3505], [0.3649, -2.0538, -1.7757], [0.0229, -0.8177, -1.4251], [1.0875, 0.2487, -1.0782], [1.1451, 0.3274, 0.4404], [-0.1923, 0.9031, 1.1616], [-1.4915, -3.0461, -1.8469], [-1.0018, -2.7320, -3.3795], [-0.1434, -3.8627, -2.5721], [1.3434, -2.3648, -2.0429], [-1.1136, -0.5199, -1.7094], [0.8077, 1.2487, -1.6056], [2.0598, -0.3299, -1.2688], [2.0080, 0.8275, 0.7383], [1.1395, -0.7134, 0.6119], [-1.0584, 0.1589, 0.9616], [-0.0939, 0.9071, 2.2898], [-0.5231, 1.7790, 0.7265], [-1.4600, 4.2882, 5.0376], [-1.8614, 4.3040, 4.1579], [-0.4639, 4.4157, 4.9292]],
  "homo_ev": -9.04,
  "total_energy_ev": -8493.940,
  "relative_energy_ev": 2.952,
  "max_force_ev_per_a": 4.27
}



{
  "formula": "C14H15IrN3OSbSe5",
  "method": "wB97M-V/def2-TZVPD",
  "species": ["Ir", "Se", "Sb", "Se", "Se", "Se", "O", "C", "C", "C", "C", "C", "C", "C", "C", "N", "H", "H", "H", "H", "H", "H", "H", "H", "H", "H", "H", "Se", "N", "C", "C", "C", "C", "C", "C", "N", "H", "H", "H", "H"],
  "xyz": [[-0.3937, -0.1565, 0.0723], [-2.6778, 1.8063, 4.1420], [-1.0021, 0.2042, 3.7911], [-1.4370, -1.4254, 1.6742], [0.5196, 1.1488, 1.7485], [0.3454, -1.1672, 5.0656], [1.1228, 0.7855, -1.3658], [1.7282, 0.0408, -2.4592], [2.7700, -0.9411, -1.9692], [2.2650, -1.8705, -0.8600], [1.0329, -2.6194, -1.2683], [1.1405, -3.8499, -1.9008], [0.0029, -4.5227, -2.3089], [-1.2368, -3.9508, -2.0712], [-1.2858, -2.7355, -1.4293], [-0.1781, -2.0738, -1.0363], [1.8074, 1.2183, -0.8334], [2.1573, 0.7560, -3.1600], [0.8945, -0.4630, -2.9449], [3.6588, -0.4086, -1.6199], [3.0852, -1.5358, -2.8313], [2.0728, -1.3156, 0.0586], [3.0522, -2.5883, -0.6286], [2.1230, -4.2747, -2.0579], [0.0820, -5.4840, -2.7994], [-2.1556, -4.4375, -2.3662], [-2.2312, -2.2641, -1.2037], [-0.8887, 2.5262, -1.8787], [-1.5180, 1.3677, -0.6208], [-2.7646, 1.7067, -0.3193], [-3.6233, 1.1013, 0.6489], [-4.8615, 1.6130, 0.8201], [-5.3517, 2.7396, 0.0653], [-4.5788, 3.3519, -0.8496], [-3.2476, 2.8581, -1.0648], [-2.3981, 3.4026, -1.9076], [-3.2814, 0.2753, 1.2494], [-5.5055, 1.1678, 1.5676], [-6.3561, 3.0953, 0.2534], [-4.9086, 4.2051, -1.4262]],
  "homo_ev": [-10.75, -10.72],
  "spin_multiplicity": 2,
  "total_energy_ev": -357380.817,
  "relative_energy_ev": 0.545,
  "total_charge": 1,
  "max_force_ev_per_a": 0.66
}



{
  "formula": "C4H6ClNS",
  "method": "wB97M-V/def2-TZVPD",
  "species": ["C", "C", "C", "S", "N", "C", "Cl", "H", "H", "H", "H", "H", "H"],
  "xyz": [[-0.6678, 1.3804, 0.3681], [-0.3692, -0.0624, -0.1319], [0.8299, -0.1648, -1.0976], [1.3510, -1.9274, -0.8755], [0.8047, -2.2277, 0.6023], [-0.1079, -0.9051, 1.0083], [-0.8120, -0.8842, 2.5288], [-0.1734, 1.6464, 1.1879], [-1.6725, 1.2863, 0.5161], [-0.4164, 2.2187, -0.3671], [-1.1140, -0.5606, -0.7257], [0.4992, -0.1821, -2.0617], [1.8486, 0.3825, -0.9520]],
  "homo_ev": [-7.75, -7.80],
  "total_energy_ev": -29089.234,
  "relative_energy_ev": 3.509,
  "max_force_ev_per_a": 7.82
}



{
  "formula": "C32H62FIN2O13S5",
  "method": "wB97M-V/def2-TZVPD",
  "species": ["C", "C", "O", "N", "H", "H", "C", "H", "H", "H", "H", "H", "H", "C", "C", "O", "N", "H", "H", "C", "H", "H", "H", "H", "H", "H", "I", "O", "H", "F", "C", "C", "C", "C", "C", "C", "H", "H", "H", "H", "H", "C", "C", "C", "S", "O", "O", "C", "H", "H", "H", "H", "H", "H", "H", "H", "C", "C", "C", "S", "O", "O", "C", "H", "H", "H", "H", "H", "H", "H", "H", "C", "C", "C", "S", "O", "O", "C", "H", "H", "H", "H", "H", "H", "H", "H", "C", "C", "C", "S", "O", "O", "C", "H", "H", "H", "H", "H", "H", "H", "H", "C", "C", "C", "S", "O", "O", "C", "H", "H", "H", "H", "H", "H", "H", "H"],
  "xyz": [[5.4944, -1.3503, 0.4072], [4.9564, -2.6783, 1.0452], [5.8834, -3.5443, 1.1292], [3.5644, -3.0213, 1.3602], [3.5694, -3.4423, 2.3122], [2.8354, -2.1603, 1.4772], [2.7954, -4.0093, 0.5012], [4.6224, -0.7343, 0.5332], [5.6014, -1.4613, -0.8228], [6.2034, -0.8443, 1.1872], [2.4314, -3.5933, -0.4448], [1.9494, -4.0923, 1.0682], [3.3344, -4.9383, 0.3342], [2.1294, 1.3367, -0.4238], [0.7454, 0.8867, -0.6278], [-0.1246, 1.8677, -0.7698], [0.4164, -0.4993, -0.3898], [0.9814, -0.9603, -1.1728], [0.7554, -0.9523, 0.5772], [-0.9676, -0.8513, -0.6078], [2.4764, 2.2877, -0.8718], [2.7094, 0.5907, -0.9048], [2.3114, 1.3577, 0.5692], [-1.1836, -1.8333, -0.6178], [-1.2436, -0.7943, -1.5508], [-1.6996, -0.3923, -0.0208], [1.9504, -1.6363, -3.4728], [1.6964, -1.1743, 1.7072], [1.3664, -0.6653, 2.3932], [-3.9916, -3.5163, -1.1948], [-3.8926, -3.4213, -2.5488], [-2.5926, -3.3403, -3.1898], [-2.5466, -3.3793, -4.5908], [-3.7426, -3.4563, -5.3808], [-5.0186, -3.3833, -4.7968], [-5.1096, -3.4533, -3.4068], [-1.7946, -3.3353, -2.7368], [-1.8046, -3.1763, -5.0038], [-3.8436, -3.4833, -6.4708], [-5.9686, -3.4373, -5.4958], [-6.0176, -3.5143, -3.0048], [-3.7736, -2.3023, 2.4422], [-3.3526, -1.5713, 3.7312], [-3.2476, -0.3463, 3.3132], [-4.8216, 0.0557, 2.5492], [-4.6016, 0.9457, 1.4792], [-5.7426, 0.4967, 3.5372], [-5.0596, -1.5483, 2.0022], [-4.0646, -3.3913, 2.6192], [-3.0406, -2.1783, 1.6852], [-2.6626, -1.9413, 4.2212], [-4.2526, -1.6743, 4.5002], [-2.4396, -0.0993, 2.7852], [-3.1486, 0.3767, 4.0492], [-5.3216, -1.5163, 1.0952], [-5.7946, -2.1273, 2.5362], [0.3684, 6.3967, -2.0488], [-0.9966, 6.4597, -1.2488], [-0.7086, 5.5957, -0.1338], [0.9894, 5.7007, 0.4562], [1.5844, 4.4067, 0.3292], [0.9884, 6.4977, 1.6172], [1.4814, 6.6177, -0.8548], [0.3744, 6.9967, -2.7818], [0.4704, 5.5247, -2.7238], [-1.9596, 6.1577, -1.6928], [-1.2286, 7.3917, -0.8798], [-0.8566, 4.4197, -0.3478], [-1.3626, 5.8597, 0.7992], [2.2414, 5.9267, -1.3128], [2.0184, 7.6127, -0.6168], [-1.6776, -5.1183, 0.4292], [-1.6196, -5.8783, 1.7712], [-2.2986, -7.0373, 1.6652], [-2.3516, -7.5623, 0.0022], [-3.7176, -7.4753, -0.5078], [-1.5326, -8.7773, 0.0332], [-1.5986, -6.1723, -0.6948], [-0.8956, -4.3443, 0.5322], [-2.4756, -4.6993, 0.1872], [-1.9966, -5.0763, 2.5322], [-0.3666, -6.1353, 1.8952], [-3.2186, -7.0953, 2.2632], [-1.6866, -7.8623, 2.1352], [-1.8976, -6.0303, -1.8818], [-0.5586, -6.4823, -0.5968], [2.4144, 2.7297, -3.8108], [2.4484, 3.5227, -5.1258], [3.6154, 4.2607, -5.3858], [4.6794, 4.0307, -4.0198], [4.3324, 4.9977, -2.9628], [6.0154, 3.9127, -4.4578], [4.0194, 2.4897, -3.6768], [1.8054, 1.8177, -4.0268], [2.0144, 3.3657, -3.0298], [1.5174, 4.0017, -5.0838], [2.3464, 2.7457, -5.9678], [3.3644, 5.3407, -5.2408], [4.2364, 3.8037, -6.0658], [4.3394, 2.2767, -2.6328], [4.4614, 1.7727, -4.3858], [0.3754, 2.8827, 3.4472], [1.0454, 1.9947, 4.4352], [0.9034, 2.5977, 5.7152], [1.5794, 4.1667, 5.4102], [2.9844, 4.1887, 5.4102], [0.8284, 4.9967, 6.3322], [0.9524, 4.2197, 3.8172], [-0.7176, 2.8947, 3.6962], [0.5614, 2.6717, 2.3982], [2.1524, 1.9317, 4.2832], [0.6904, 1.0717, 4.5392], [1.5374, 2.1237, 6.5352], [-0.0456, 2.7807, 5.9822], [1.8294, 4.5107, 3.2232], [0.2834, 5.1017, 3.6932]],
  "homo_ev": -8.18,
  "total_energy_ev": -128761.962,
  "relative_energy_ev": 6.526,
  "max_force_ev_per_a": 14.97
}



{
  "formula": "C13H17ClN2O4Sn",
  "method": "wB97M-V/def2-TZVPD",
  "species": ["C", "C", "H", "H", "H", "H", "H", "H", "C", "C", "C", "C", "H", "H", "H", "H", "N", "C", "C", "N", "C", "C", "C", "H", "H", "C", "H", "H", "Sn", "C", "H", "H", "H", "O", "Cl", "O", "O", "O"],
  "xyz": [[-0.0579, 0.6760, 2.3767], [0.3229, -0.7356, 2.7896], [1.0184, 0.7432, 2.5667], [-0.7815, 0.8164, 3.2041], [-0.2109, 1.8049, 2.0078], [0.1039, -1.2575, 1.8148], [1.5712, -1.0009, 4.3080], [-0.3941, -1.0136, 3.5821], [0.4103, 2.7642, -1.1206], [0.9546, 3.5536, -2.1337], [1.2518, 2.9172, -3.3548], [1.1130, 1.5350, -3.5086], [0.1431, 3.1359, -0.1269], [1.1085, 4.6159, -1.9831], [1.6074, 3.5175, -4.1918], [1.3338, 1.0163, -4.4482], [0.1723, 1.4527, -1.3146], [0.6272, 0.7731, -2.4206], [0.4728, -0.6741, -2.3297], [-0.0396, -1.1502, -1.1414], [-0.1053, -2.5097, -0.9665], [0.5975, -2.9467, -3.2357], [0.1904, -3.4148, -1.9870], [-0.4110, -2.8703, 0.0038], [0.0781, -4.4909, -1.8231], [0.7520, -1.5567, -3.3856], [1.0506, -1.1290, -4.3461], [0.7903, -3.6208, -4.0776], [-1.1772, 0.4470, -0.0565], [-3.2835, 0.0541, -0.1677], [-3.4573, -1.0141, -0.3103], [-3.7761, 0.6264, -0.9598], [-3.7075, 0.3432, 0.7981], [0.4592, 1.2393, 5.5468], [-0.0592, -0.0802, 6.0561], [0.9983, -1.1389, 5.8168], [-1.2763, -0.4409, 5.2515], [1.6099, -0.9870, 3.2666]],
  "homo_ev": [-13.77, -13.76],
  "total_energy_ev": -43251.557,
  "relative_energy_ev": 2.065,
  "total_charge": 2,
  "max_force_ev_per_a": 6.39
}